C15H10Cl5NNiO7S2 as an isolated structure in a non-equilibrium geometry. Source: OMol25; level of theory: the ωB97M-V functional and the def2-TZVPD basis.

Computed properties:
Highest occupied orbital energy (alpha / beta) (eV): -0.513 / 0.178
ΔE to the lowest compared entry with this formula, charge and spin (eV): 6.645
Orbital gap (alpha / beta) (eV): 4.97 / 4.28
Spin multiplicity: 3
E_LUMO (alpha / beta) (eV): 4.46 / 4.46
Charge: -2

Each line ends with the Mulliken charge.
Positions of all 41 atoms, in Å:
1 Ni -0.76674 -0.95767 0.62600  0.541
2 Cl -0.58001 -4.00179 -1.13037  -0.243
3 Cl 2.22187 -5.26415 -1.30545  -0.239
4 Cl 4.24915 -4.90793 1.03038  -0.255
5 Cl 3.40838 -3.30571 3.55843  -0.236
6 Cl 0.71120 -1.83927 3.66182  -0.196
7 S -0.73470 1.53096 -0.68190  1.006
8 S -0.01542 1.20053 2.33512  0.400
9 O -2.24051 1.72383 -0.81925  -0.890
10 O -2.74869 -0.88959 -0.46873  -0.458
11 O -0.10222 1.86379 -1.99664  -0.726
12 O 0.10587 -1.12826 -1.32300  -0.314
13 O 0.86934 0.48774 1.39344  -0.480
14 O -1.49310 -0.29033 2.49994  -0.685
15 O -1.57343 1.07492 1.94437  -0.105
16 N 0.38312 -1.36725 -3.53114  -0.567
17 C -0.27851 3.05715 0.30541  -0.689
18 C -1.85010 -0.75735 -2.74249  -0.398
19 C 0.17670 -2.73374 1.14970  -0.927
20 C 2.70861 -4.11890 1.09002  0.224
21 C 0.57172 -3.61074 0.12224  0.842
22 C 0.62018 5.23174 1.79246  -0.410
23 C -2.76234 -1.39040 -1.73046  -0.984
24 C 0.24181 5.39676 0.46438  -0.589
25 C 0.08931 2.89748 1.63935  0.881
26 C -0.38209 -1.04084 -2.43606  0.514
27 C 0.53713 3.97689 2.38327  -0.601
28 C 2.33332 -3.36719 2.19842  -0.193
29 C -0.20147 4.30888 -0.27711  -0.598
30 C 1.11189 -2.69949 2.20511  0.795
31 C 1.79774 -4.26182 0.05129  -0.174
32 H 0.12501 -0.95529 -4.41139  0.188
33 H -2.84228 -2.47160 -1.74240  0.509
34 H 0.30130 6.38071 0.01056  0.334
35 H 0.83034 3.82731 3.41813  0.363
36 H 1.37087 -1.42805 -3.33658  0.276
37 H 0.99151 6.07837 2.36019  0.341
38 H -1.97151 0.32728 -2.69679  0.380
39 H -2.66282 0.12706 -0.54137  0.478
40 H -0.47397 4.41433 -1.32131  0.404
41 H -2.07647 -1.11839 -3.74757  0.483

=====

A 2-piece molecular cluster, C15H11BClNO11PS overall in a non-equilibrium geometry. Source: OMol25; level of theory: the ωB97M-V functional and the def2-TZVPD basis.

Computed properties:
Highest occupied orbital energy (eV): -6.614
Orbital gap (eV): 8.15
E_LUMO (eV): 1.53
Charge: -1

Each line ends with the Mulliken charge.
Positions of all 42 atoms, in Å:
1 Cl 2.60679 -2.33990 -1.42981  -0.337
2 S -4.95373 -2.48828 0.04066  -0.306
3 P 2.47444 -0.25743 -1.32757  0.589
4 O -0.43466 2.33332 -3.72991  -0.523
5 O -1.23583 1.87296 -1.56447  -0.605
6 O -1.40425 0.59209 -4.77641  -0.615
7 O -0.07898 6.15436 -1.50268  -0.609
8 O 0.97547 2.87060 -1.80775  -0.378
9 O -0.92180 4.20039 -2.23329  -0.556
10 O -0.69107 -1.16517 3.99636  -0.634
11 O -0.30576 -1.24598 -0.52985  -0.393
12 O 2.29028 4.49067 -0.96893  -0.632
13 O 4.05201 0.14216 -1.51963  -0.564
14 O -2.38766 0.01279 -2.05829  -0.672
15 N -0.87114 -1.52409 1.71887  0.556
16 C -1.69959 0.93860 -2.38140  0.755
17 C 2.07883 0.03945 3.33221  -0.465
18 C -3.22001 -1.98462 0.32746  0.036
19 C 3.35763 0.43379 1.30112  -0.473
20 C -1.25197 -2.95257 1.63969  -0.752
21 C 1.25464 4.11316 -1.43858  0.603
22 C -2.35072 -3.20806 0.58608  -0.885
23 C 0.01914 4.98009 -1.71655  0.469
24 C 3.21115 0.52304 2.68738  -0.692
25 C -0.03864 -1.15291 0.62689  0.006
26 C 2.35831 -0.12437 0.50350  0.473
27 C -0.22074 -1.09291 2.90158  -0.038
28 C 1.08857 -0.50577 2.53202  -0.413
29 C 1.21514 -0.57058 1.16290  0.453
30 C -1.18060 1.23705 -3.79304  0.462
31 B -0.40488 2.82046 -2.33583  1.284
32 H 4.61512 -0.53649 -1.11841  0.322
33 H 4.23867 0.81588 0.80843  0.590
34 H -1.83706 -3.43024 -0.34375  0.232
35 H -2.92982 -4.08993 0.84289  0.643
36 H 1.95146 0.09531 4.40169  0.496
37 H -3.21105 -1.27714 1.14764  0.352
38 H -1.56019 -3.33568 2.60536  0.484
39 H -2.87524 -1.45671 -0.54960  -0.048
40 H -0.36775 -3.51382 1.33405  0.267
41 H 4.01138 0.98496 3.24516  0.392
42 H -5.36595 -1.39848 -0.61618  0.127

=====

Among the records above, which one has the lowest charge?
C15H10Cl5NNiO7S2